The following is a quantum chemistry calculation of the ion C6H13N with charge -1, from the Open Molecules 2025 dataset.

Output
**Molar mass**: 99.177 g/mol
**HOMO-LUMO gap (spin up / spin down)**: 2.8 / 7.9 eV
**Expectation value of S²**: 0.750
**LUMO level (spin up / spin down)**: 4.15 / 4.02 eV
**Total charge**: -1
**HOMO level (spin up / spin down)**: 1.39 / -3.87 eV
**F_max**: 0.2 eV/Å
**Multiplicity**: 2
**Energy relative to the best compared isomer or geometry (same formula, charge and spin)**: 0.0 kJ/mol

Geometry (Å):
C1 -0.13 1.94 1.56
C2 0.70 1.31 0.44
N1 -0.35 0.40 -2.16
C3 -0.18 -0.48 -1.08
C4 0.30 -0.10 0.12
C5 0.54 -1.13 1.21
C6 -0.55 -1.91 -1.37
H1 0.01 1.40 2.51
H2 -1.19 1.91 1.33
H3 0.16 2.98 1.73
H4 0.65 1.95 -0.44
H5 1.76 1.33 0.74
H6 -0.61 1.35 -1.89
H7 -1.04 0.05 -2.82
H8 0.99 -2.03 0.80
H9 1.22 -0.72 1.95
H10 -0.38 -1.42 1.73
H11 -0.96 -2.40 -0.49
H12 -1.28 -1.96 -2.18
H13 0.33 -2.47 -1.68

From a natural (NBO) analysis of the wavefunction, the atomic charges in e read: atom 1 (C): -0.700, atom 2 (C): -0.479, atom 3 (N): -0.966, atom 4 (C): 0.135, atom 5 (C): -0.183, atom 6 (C): -0.664, atom 7 (C): -0.908, atom 8 (H): 0.186, atom 9 (H): 0.198, atom 10 (H): 0.186, atom 11 (H): 0.196, atom 12 (H): 0.180, atom 13 (H): 0.319, atom 14 (H): 0.318, atom 15 (H): 0.200, atom 16 (H): 0.195, atom 17 (H): 0.201, atom 18 (H): 0.201, atom 19 (H): 0.184, atom 20 (H): 0.201


The following is a quantum chemistry calculation of a structure of composition C6H13N at a distorted geometry, from the Open Molecules 2025 dataset.

Output
**Molar mass**: 99.177 g/mol
**HOMO-LUMO gap**: 4.4 eV
**LUMO level**: -1.64 eV
**HOMO level**: -6.06 eV
**F_max**: 3.2 eV/Å
**Multiplicity**: 1
**Energy relative to the best compared isomer or geometry (same formula, charge and spin)**: 620.0 kJ/mol

Geometry (Å):
C1 2.55 -0.26 -0.87
N1 1.21 -0.74 -0.78
C2 0.13 0.83 0.75
C3 -0.78 -0.11 1.55
C4 -2.19 -0.12 1.15
C5 0.25 0.29 -0.67
C6 -1.16 -0.07 -1.19
H1 2.83 0.27 -1.81
H2 3.23 -1.09 -0.77
H3 2.85 0.46 -0.04
H4 1.09 0.98 1.23
H5 -0.43 1.79 0.68
H6 -0.55 0.17 2.60
H7 -0.33 -1.14 1.46
H8 -2.64 -1.09 1.25
H9 -2.80 0.64 1.60
H10 0.53 1.13 -1.31
H11 -1.90 -0.09 -0.12
H12 -1.15 -1.10 -1.56
H13 -1.56 0.69 -1.86

From a natural (NBO) analysis of the wavefunction, the atomic charges in e read: atom 1 (C): -0.436, atom 2 (N): -0.572, atom 3 (C): -0.345, atom 4 (C): -0.467, atom 5 (C): -0.394, atom 6 (C): -0.148, atom 7 (C): -0.366, atom 8 (H): 0.161, atom 9 (H): 0.197, atom 10 (H): 0.136, atom 11 (H): 0.233, atom 12 (H): 0.191, atom 13 (H): 0.248, atom 14 (H): 0.232, atom 15 (H): 0.224, atom 16 (H): 0.219, atom 17 (H): 0.245, atom 18 (H): 0.182, atom 19 (H): 0.239, atom 20 (H): 0.222


The following is a quantum chemistry calculation of the molecule C6H13N at a distorted geometry, from the Open Molecules 2025 dataset.

Output
**Molar mass**: 99.177 g/mol
**HOMO-LUMO gap**: 8.9 eV
**Structure (SMILES)**: CC/C(C)=C(/C)N
**LUMO level**: 1.06 eV
**HOMO level**: -7.79 eV
**F_max**: 1.6 eV/Å
**Multiplicity**: 1
**Energy relative to the best compared isomer or geometry (same formula, charge and spin)**: 72.2 kJ/mol

Geometry (Å):
C1 -0.62 -1.03 -1.97
C2 -0.29 0.41 -1.49
N1 2.13 0.77 0.14
C3 0.86 0.45 0.76
C4 -0.28 0.42 0.04
C5 -1.63 0.10 0.67
C6 0.93 -0.28 2.07
H1 -0.52 -0.99 -3.05
H2 -1.59 -1.28 -1.54
H3 0.03 -1.79 -1.56
H4 0.63 0.74 -1.97
H5 -1.17 1.00 -1.77
H6 1.85 1.12 -0.77
H7 2.61 1.51 0.64
H8 -1.66 0.64 1.62
H9 -2.42 0.51 0.05
H10 -1.86 -0.95 0.88
H11 1.32 0.34 2.88
H12 -0.04 -0.65 2.39
H13 1.71 -1.03 1.96

From a natural (NBO) analysis of the wavefunction, the atomic charges in e read: atom 1 (C): -0.602, atom 2 (C): -0.418, atom 3 (N): -0.826, atom 4 (C): 0.173, atom 5 (C): -0.062, atom 6 (C): -0.652, atom 7 (C): -0.653, atom 8 (H): 0.211, atom 9 (H): 0.206, atom 10 (H): 0.207, atom 11 (H): 0.193, atom 12 (H): 0.202, atom 13 (H): 0.359, atom 14 (H): 0.364, atom 15 (H): 0.220, atom 16 (H): 0.212, atom 17 (H): 0.211, atom 18 (H): 0.205, atom 19 (H): 0.220, atom 20 (H): 0.230


The following is a quantum chemistry calculation of a structure of composition C6H13N, from the Open Molecules 2025 dataset.

Output
**Molar mass**: 99.177 g/mol
**HOMO-LUMO gap**: 8.1 eV
**LUMO level**: 1.02 eV
**HOMO level**: -7.09 eV
**F_max**: 0.6 eV/Å
**Multiplicity**: 1
**Energy relative to the best compared isomer or geometry (same formula, charge and spin)**: 544.4 kJ/mol

Geometry (Å):
C1 2.72 -0.34 0.10
C2 1.23 -0.64 0.24
C3 0.40 0.22 -0.70
N1 -1.04 0.07 -0.53
C4 -1.85 1.24 -0.82
C5 -1.71 1.03 0.63
C6 -1.77 -0.89 0.73
H1 2.94 0.71 0.35
H2 3.08 -0.52 -0.92
H3 3.31 -0.97 0.77
H4 1.05 -1.70 0.03
H5 0.91 -0.46 1.27
H6 0.64 -0.03 -1.74
H7 0.67 1.28 -0.54
H8 -2.80 1.06 -1.32
H9 -1.24 2.01 -1.29
H10 -0.85 1.57 1.05
H11 -1.70 -0.81 1.82
H12 -2.80 -1.04 0.44
H13 -1.19 -1.79 0.44

From a natural (NBO) analysis of the wavefunction, the atomic charges in e read: atom 1 (C): -0.603, atom 2 (C): -0.411, atom 3 (C): -0.210, atom 4 (N): -0.333, atom 5 (C): -0.291, atom 6 (C): -0.300, atom 7 (C): -0.393, atom 8 (H): 0.204, atom 9 (H): 0.204, atom 10 (H): 0.215, atom 11 (H): 0.204, atom 12 (H): 0.205, atom 13 (H): 0.197, atom 14 (H): 0.175, atom 15 (H): 0.194, atom 16 (H): 0.209, atom 17 (H): 0.151, atom 18 (H): 0.199, atom 19 (H): 0.225, atom 20 (H): 0.161


The following is a quantum chemistry calculation of the molecule C6H13N at a distorted geometry, from the Open Molecules 2025 dataset.

Output
**Molar mass**: 99.177 g/mol
**HOMO-LUMO gap**: 8.7 eV
**Structure (SMILES)**: CCC/C=C/NC
**LUMO level**: 1.18 eV
**HOMO level**: -7.49 eV
**F_max**: 1.4 eV/Å
**Multiplicity**: 1
**Energy relative to the best compared isomer or geometry (same formula, charge and spin)**: 93.0 kJ/mol

Geometry (Å):
C1 -1.76 -0.32 1.49
C2 -1.90 -1.31 0.36
C3 -1.41 -0.81 -1.01
C4 0.09 -0.59 -1.01
C5 0.71 0.53 -0.65
N1 2.10 0.65 -0.66
C6 2.80 1.64 0.10
H1 -0.83 -0.38 2.06
H2 -1.89 0.71 1.15
H3 -2.53 -0.46 2.26
H4 -2.93 -1.71 0.30
H5 -1.40 -2.27 0.55
H6 -1.99 0.04 -1.36
H7 -1.61 -1.62 -1.68
H8 0.64 -1.48 -1.29
H9 0.25 1.43 -0.25
H10 2.63 0.13 -1.33
H11 3.63 1.23 0.68
H12 2.13 2.13 0.78
H13 3.26 2.44 -0.50

From a natural (NBO) analysis of the wavefunction, the atomic charges in e read: atom 1 (C): -0.619, atom 2 (C): -0.396, atom 3 (C): -0.418, atom 4 (C): -0.294, atom 5 (C): 0.010, atom 6 (N): -0.630, atom 7 (C): -0.397, atom 8 (H): 0.211, atom 9 (H): 0.199, atom 10 (H): 0.209, atom 11 (H): 0.199, atom 12 (H): 0.198, atom 13 (H): 0.201, atom 14 (H): 0.204, atom 15 (H): 0.195, atom 16 (H): 0.185, atom 17 (H): 0.382, atom 18 (H): 0.190, atom 19 (H): 0.198, atom 20 (H): 0.174


The following is a quantum chemistry calculation of the molecule C6H13N at a distorted geometry, from the Open Molecules 2025 dataset.

Output
**Molar mass**: 99.177 g/mol
**HOMO-LUMO gap**: 8.9 eV
**Structure (SMILES)**: CC/C(C)=C(/C)N
**LUMO level**: 0.95 eV
**HOMO level**: -7.94 eV
**F_max**: 1.7 eV/Å
**Multiplicity**: 1
**Energy relative to the best compared isomer or geometry (same formula, charge and spin)**: 51.1 kJ/mol

Geometry (Å):
C1 0.95 -2.05 0.76
C2 0.03 -0.94 1.27
N1 -2.24 0.22 -0.08
C3 -0.91 0.76 -0.30
C4 0.14 0.26 0.36
C5 1.50 0.86 0.16
C6 -0.76 1.65 -1.53
H1 0.80 -2.24 -0.29
H2 0.72 -3.01 1.24
H3 2.00 -1.90 1.02
H4 -0.99 -1.31 1.31
H5 0.36 -0.69 2.28
H6 -2.20 -0.78 -0.29
H7 -2.83 0.54 -0.84
H8 2.11 0.28 -0.55
H9 1.42 1.88 -0.20
H10 2.09 0.86 1.07
H11 -0.33 2.61 -1.25
H12 -0.12 1.12 -2.22
H13 -1.75 1.88 -1.92

From a natural (NBO) analysis of the wavefunction, the atomic charges in e read: atom 1 (C): -0.606, atom 2 (C): -0.422, atom 3 (N): -0.823, atom 4 (C): 0.176, atom 5 (C): -0.059, atom 6 (C): -0.637, atom 7 (C): -0.656, atom 8 (H): 0.202, atom 9 (H): 0.207, atom 10 (H): 0.206, atom 11 (H): 0.211, atom 12 (H): 0.206, atom 13 (H): 0.357, atom 14 (H): 0.351, atom 15 (H): 0.208, atom 16 (H): 0.216, atom 17 (H): 0.212, atom 18 (H): 0.220, atom 19 (H): 0.224, atom 20 (H): 0.207


The following is a quantum chemistry calculation of the molecule C6H13N at a distorted geometry, from the Open Molecules 2025 dataset.

Output
**Molar mass**: 99.177 g/mol
**HOMO-LUMO gap**: 9.0 eV
**Structure (SMILES)**: CCCC/C=C/N
**LUMO level**: 1.19 eV
**HOMO level**: -7.83 eV
**F_max**: 1.2 eV/Å
**Multiplicity**: 1
**Energy relative to the best compared isomer or geometry (same formula, charge and spin)**: 86.4 kJ/mol

Geometry (Å):
C1 2.80 -0.31 -0.06
C2 1.40 -0.94 0.19
C3 0.56 -0.12 1.16
C4 -0.20 1.06 0.55
N1 -3.24 -0.18 -1.33
C5 -2.19 -0.04 -0.43
C6 -1.14 0.75 -0.58
H1 2.97 -0.06 -1.11
H2 2.97 0.54 0.60
H3 3.60 -1.02 0.18
H4 0.86 -0.84 -0.74
H5 1.54 -1.96 0.53
H6 1.20 0.33 1.91
H7 -0.15 -0.65 1.79
H8 -0.70 1.52 1.41
H9 0.50 1.82 0.17
H10 -3.58 0.57 -1.91
H11 -3.82 -0.99 -1.21
H12 -2.35 -0.69 0.43
H13 -1.03 1.22 -1.55

From a natural (NBO) analysis of the wavefunction, the atomic charges in e read: atom 1 (C): -0.613, atom 2 (C): -0.421, atom 3 (C): -0.384, atom 4 (C): -0.421, atom 5 (N): -0.836, atom 6 (C): 0.020, atom 7 (C): -0.317, atom 8 (H): 0.207, atom 9 (H): 0.201, atom 10 (H): 0.205, atom 11 (H): 0.213, atom 12 (H): 0.207, atom 13 (H): 0.193, atom 14 (H): 0.197, atom 15 (H): 0.206, atom 16 (H): 0.202, atom 17 (H): 0.389, atom 18 (H): 0.379, atom 19 (H): 0.174, atom 20 (H): 0.198


The following is a quantum chemistry calculation of the molecule C6H13N at a distorted geometry, from the Open Molecules 2025 dataset.

Output
**Molar mass**: 99.177 g/mol
**HOMO-LUMO gap**: 9.8 eV
**Structure (SMILES)**: CN1CCC1(C)C
**LUMO level**: 1.00 eV
**HOMO level**: -8.76 eV
**F_max**: 5.1 eV/Å
**Multiplicity**: 1
**Energy relative to the best compared isomer or geometry (same formula, charge and spin)**: 264.7 kJ/mol

Geometry (Å):
C1 -1.71 -1.09 -0.27
C2 -1.09 1.32 -0.02
C3 0.35 1.53 0.06
C4 0.50 0.01 -0.06
C5 0.69 -0.64 1.34
C6 1.57 -0.40 -1.06
H1 -2.69 -0.59 -0.66
H2 -1.69 -1.28 0.80
H3 -1.52 -2.05 -1.00
H4 -1.61 1.16 0.89
H5 -1.73 2.10 -0.55
H6 0.71 1.84 -0.96
H7 1.03 2.01 0.94
H8 -0.30 -0.44 1.86
H9 1.59 -0.06 1.93
H10 0.77 -1.71 1.25
H11 1.52 -1.45 -1.27
H12 2.65 -0.46 -0.60
H13 1.71 0.20 -1.94
N1 -0.76 -0.01 -0.66

From a natural (NBO) analysis of the wavefunction, the atomic charges in e read: atom 1 (C): -0.437, atom 2 (C): -0.231, atom 3 (C): -0.410, atom 4 (C): 0.100, atom 5 (C): -0.634, atom 6 (C): -0.610, atom 7 (H): 0.212, atom 8 (H): 0.183, atom 9 (H): 0.210, atom 10 (H): 0.173, atom 11 (H): 0.192, atom 12 (H): 0.213, atom 13 (H): 0.208, atom 14 (H): 0.201, atom 15 (H): 0.227, atom 16 (H): 0.214, atom 17 (H): 0.210, atom 18 (H): 0.195, atom 19 (H): 0.216, atom 20 (N): -0.432